1.
Below is the molecule C23H27ClN2O4, with properties calculated with wB97M-V/def2-TZVPD.

Geometry as XYZ:
```
57
Properties=species:S:1:pos:R:3:forces:R:3
C -7.055 -0.640 0.485 -0.081 0.079 -0.026
C -6.429 -1.744 0.842 0.221 -0.150 0.024
C -4.938 -1.949 0.796 -0.263 -0.207 0.144
N -4.219 -0.818 0.280 0.148 0.147 -0.020
C -3.781 0.232 1.017 0.379 0.555 0.103
C -3.169 1.136 0.154 -0.538 -0.663 0.246
C -3.289 0.592 -1.157 -0.217 -0.120 0.127
C -3.949 -0.596 -1.051 0.119 0.124 -0.545
C -4.347 -1.557 -2.114 -0.003 -0.018 0.155
H -3.818 -2.506 -2.011 0.008 -0.102 -0.062
H -4.103 -1.138 -3.086 0.000 -0.001 -0.062
H -5.418 -1.757 -2.079 -0.071 -0.067 -0.079
H -2.956 1.051 -2.066 0.071 -0.007 -0.246
C -2.541 2.382 0.535 0.250 0.250 -0.059
O -2.763 2.988 1.563 0.048 0.118 -0.116
C -1.542 2.951 -0.484 -0.009 0.381 0.490
H -2.079 3.450 -1.294 0.056 -0.057 0.053
H -0.902 3.670 0.037 -0.146 -0.108 -0.074
O -0.745 1.948 -1.112 -0.092 0.062 -0.396
C 0.003 1.206 -0.304 0.575 -0.351 0.060
O 0.072 1.347 0.890 -0.125 0.151 0.039
C 0.758 0.125 -1.063 -0.229 -0.012 -0.262
N 1.884 -0.287 -0.262 -0.378 0.127 0.228
C 3.137 -0.365 -0.773 -0.087 -0.146 0.160
O 3.384 -0.245 -1.953 0.091 -0.003 -0.215
C 4.173 -0.683 0.264 0.262 0.016 -0.044
C 5.357 0.045 0.350 -0.112 -0.212 0.100
C 6.325 -0.286 1.286 -0.055 0.067 -0.111
C 6.120 -1.357 2.137 -0.058 -0.046 0.005
C 4.948 -2.092 2.062 0.037 -0.036 0.074
C 3.982 -1.753 1.133 0.020 0.088 -0.049
H 3.072 -2.331 1.063 -0.091 -0.048 -0.016
H 4.788 -2.928 2.725 -0.012 -0.073 0.046
H 6.878 -1.616 2.861 0.070 -0.013 0.059
H 7.231 0.296 1.339 0.072 0.075 -0.008
Cl 5.617 1.396 -0.687 0.168 0.235 -0.047
H 1.746 -0.215 0.736 0.167 0.033 -0.053
H 1.139 0.530 -2.007 -0.064 -0.012 0.171
C -0.201 -1.051 -1.375 0.132 -0.061 -0.003
C 0.483 -2.047 -2.305 -0.130 0.247 0.058
H -0.194 -2.864 -2.545 -0.051 -0.116 -0.021
H 0.786 -1.564 -3.230 0.076 0.002 -0.137
H 1.372 -2.460 -1.835 0.126 -0.085 0.040
C -0.664 -1.736 -0.091 -0.076 0.212 -0.231
H -1.098 -1.017 0.600 -0.126 0.027 0.156
H 0.172 -2.229 0.399 0.096 -0.091 0.082
H -1.415 -2.488 -0.322 -0.083 -0.110 0.000
H -1.072 -0.626 -1.882 0.062 -0.013 0.035
C -3.921 0.299 2.492 0.016 -0.046 0.069
H -4.971 0.247 2.781 -0.065 -0.003 0.086
H -3.390 -0.522 2.975 0.004 -0.056 0.069
H -3.506 1.240 2.841 -0.035 -0.032 0.034
H -4.719 -2.824 0.175 0.060 0.080 0.119
H -4.579 -2.167 1.808 0.034 -0.034 -0.155
H -6.977 -2.602 1.208 -0.157 -0.068 0.041
H -8.126 -0.554 0.543 -0.215 -0.058 0.042
H -6.527 0.227 0.121 0.203 0.154 -0.079
```
Positions in Å, forces in eV/Å.

Values from the calculation:
* energy relative to the best compared isomer or geometry (same formula, charge and spin): 16.7 kcal/mol
* net charge: 0
* SMILES: C=CCn1c(C)cc(C(=O)COC(=O)[C@@H](NC(=O)c2ccccc2Cl)C(C)C)c1C
* HOMO: -8.3 eV
* Kohn-Sham gap: 8.850 eV

---

2.
Below is the molecule C3H4Cl2S in a non-equilibrium geometry, with properties calculated with wB97M-V/def2-TZVPD.

Geometry as XYZ:
```
10
Properties=species:S:1:pos:R:3:forces:R:3
C -0.613 0.846 0.864 4.404 -1.987 -0.324
C -0.535 -0.507 0.076 1.182 0.582 0.410
C 0.770 -0.868 -0.719 -1.284 1.487 0.408
H -1.510 1.022 1.297 -2.815 -0.050 1.306
H 0.224 0.980 1.632 -1.145 -0.562 -1.022
H 0.892 -1.896 -1.005 -0.802 -0.308 -0.212
H 0.804 -0.176 -1.572 -0.063 -0.452 0.020
S -1.816 -1.432 -0.006 -0.854 -0.763 -0.088
Cl -0.374 2.069 -0.316 0.269 1.672 -1.320
Cl 2.192 -0.531 0.223 1.107 0.383 0.821
```
Positions in Å, forces in eV/Å.

Values from the calculation:
* energy relative to the best compared isomer or geometry (same formula, charge and spin): 8.0 kcal/mol
* net charge: 0
* SMILES: S=C(CCl)CCl
* HOMO: -9.1 eV
* Kohn-Sham gap: 8.550 eV

---

3.
Below is a cluster of 5 separate species, C22H45BO14S6 in total in a non-equilibrium geometry, with properties calculated with wB97M-V/def2-TZVPD.

Geometry as XYZ:
```
88
Properties=species:S:1:pos:R:3:forces:R:3
C -5.038 2.539 1.914 0.178 0.157 -0.440
C -4.830 2.974 0.448 0.119 -0.398 1.049
S -3.476 2.023 -0.296 -0.042 0.027 -0.901
C -1.979 2.564 0.559 0.077 0.490 0.470
C -0.968 1.458 0.853 -0.934 -0.602 -0.035
O -1.312 0.877 2.164 0.223 -0.818 -0.017
S -2.006 -0.539 2.001 -2.420 -1.460 -0.679
O -1.670 -1.472 3.025 1.602 0.616 -0.037
O -3.418 -0.469 1.801 0.060 0.981 0.080
O -1.405 -0.960 0.576 -0.310 0.924 0.681
C -0.818 0.215 -0.058 2.920 -0.084 -0.436
C -0.956 0.328 -1.579 -2.028 -0.684 -0.009
B -2.048 -0.745 -2.052 -0.237 -0.454 0.029
O -3.324 -0.377 -2.398 0.338 0.390 -0.441
O -1.724 -2.098 -2.101 -0.780 1.318 0.810
H -4.090 2.511 2.456 -0.123 0.192 0.055
H -5.405 1.512 1.922 -0.148 0.138 0.123
H -5.723 3.227 2.415 -0.017 -0.209 0.090
H -4.716 4.055 0.346 0.203 -0.092 -0.065
H -5.722 2.678 -0.108 0.214 0.058 -0.246
H -1.470 3.396 0.065 -0.079 -0.192 -0.224
H -2.285 2.952 1.536 0.149 0.009 -0.074
H 0.053 1.816 0.949 -0.272 0.623 0.147
H 0.250 -0.012 0.060 -0.129 -0.016 0.112
H -0.040 0.050 -2.092 0.130 0.258 0.246
H -1.318 1.304 -1.908 0.296 0.090 0.188
H -3.726 -1.076 -2.927 -0.134 -0.084 0.292
H -2.198 -2.540 -1.386 0.034 -0.279 -0.230
C 3.713 0.354 1.905 0.039 0.071 -0.108
C 4.974 1.220 1.795 -0.043 -0.043 0.063
C 4.538 2.607 1.304 0.370 -0.183 -0.092
S 2.850 2.831 1.874 0.274 -0.264 0.299
O 1.980 2.893 0.721 -0.087 0.178 0.046
O 2.817 3.838 2.901 -0.214 0.182 -0.185
C 2.679 1.214 2.625 0.055 -0.348 -0.044
H 3.904 -0.573 2.444 -0.022 0.002 -0.007
H 3.354 0.095 0.906 -0.025 -0.023 0.024
H 5.442 1.308 2.777 -0.022 0.010 -0.001
H 5.708 0.780 1.121 -0.004 0.021 -0.002
H 5.159 3.399 1.716 -0.140 0.110 -0.024
H 4.534 2.666 0.217 -0.126 0.035 0.011
H 1.657 0.858 2.502 -0.047 0.135 0.038
H 2.916 1.316 3.683 -0.043 0.080 -0.004
C 0.719 -5.782 -5.182 -0.032 0.082 -0.027
C 1.228 -4.636 -6.065 0.021 -0.040 0.027
C 1.040 -3.332 -5.279 0.041 -0.059 -0.413
S 1.127 -3.775 -3.539 0.009 -0.179 -0.072
O -0.158 -3.527 -2.936 1.143 -0.754 -0.442
O 2.344 -3.248 -2.969 -0.125 0.086 0.143
C 1.316 -5.539 -3.799 0.002 -0.282 -0.207
H 1.009 -6.756 -5.575 -0.014 0.002 0.008
H -0.371 -5.751 -5.128 0.009 -0.022 0.033
H 2.288 -4.787 -6.280 -0.005 -0.002 0.020
H 0.704 -4.597 -7.019 0.011 0.014 0.006
H 1.819 -2.607 -5.500 -0.048 0.082 0.148
H 0.062 -2.890 -5.460 -0.009 0.016 0.136
H 0.806 -6.081 -3.006 0.014 0.139 0.097
H 2.382 -5.765 -3.783 0.000 0.045 0.036
C -1.589 -3.618 6.943 -0.002 0.137 -0.009
C -1.211 -2.514 5.947 -0.019 -0.163 0.097
C -1.310 -1.176 6.687 -0.041 -0.069 -0.395
S -0.991 -1.533 8.419 0.125 -0.142 -0.245
O -2.189 -1.268 9.175 0.089 0.100 0.122
O 0.281 -0.974 8.801 -0.105 0.115 0.195
C -0.821 -3.305 8.224 -0.108 -0.342 -0.127
H -1.343 -4.608 6.562 -0.010 0.002 0.011
H -2.664 -3.588 7.137 0.012 -0.027 0.031
H -0.187 -2.670 5.603 -0.007 0.006 0.001
H -1.853 -2.523 5.071 0.033 0.035 -0.011
H -0.574 -0.458 6.332 -0.023 0.080 0.142
H -2.308 -0.749 6.613 0.003 0.006 0.122
H -1.217 -3.808 9.103 0.035 0.146 0.091
H 0.240 -3.524 8.111 0.012 0.067 0.035
C 0.935 4.809 -4.279 0.116 -0.056 -0.005
C 1.873 4.457 -5.442 -0.070 0.031 0.012
C 2.154 2.951 -5.365 0.244 0.296 -0.176
S 0.716 2.213 -4.579 -0.090 0.289 -0.172
O 1.114 1.667 -3.307 0.103 -0.089 -0.155
O -0.009 1.425 -5.544 0.043 -0.236 0.156
C -0.159 3.746 -4.291 -0.016 0.347 0.089
H 0.519 5.810 -4.383 -0.004 -0.010 0.013
H 1.484 4.768 -3.336 -0.044 0.000 0.017
H 1.382 4.693 -6.389 -0.011 -0.015 0.013
H 2.798 5.031 -5.402 0.000 -0.018 -0.010
H 2.286 2.509 -6.350 -0.044 -0.147 0.070
H 3.021 2.736 -4.743 -0.081 -0.084 0.069
H -0.712 3.682 -3.356 -0.009 -0.165 -0.023
H -0.847 3.896 -5.123 -0.005 -0.080 -0.002
```
Positions in Å, forces in eV/Å.

Values from the calculation:
* net charge: 0
* SMILES: CCSC[C@H]1OS(=O)(=O)O[C@H]1CB(O)O.O=S1(=O)CCCC1.O=S1(=O)CCCC1.O=S1(=O)CCCC1.O=S1(=O)CCCC1
* HOMO: -8.3 eV
* Kohn-Sham gap: 8.582 eV

---

4.
Below is a structure of composition C28H46BrN3P2V in a non-equilibrium geometry, with properties calculated with wB97M-V/def2-TZVPD.

Geometry as XYZ:
```
81
Properties=species:S:1:pos:R:3:forces:R:3
N -5.752 2.739 -4.150 0.034 0.079 0.097
C -5.603 3.134 -2.885 0.543 -0.422 0.218
C -4.550 2.671 -2.074 0.322 0.073 -0.209
C -3.534 1.882 -2.665 -0.257 -0.974 -0.585
C -3.762 1.400 -3.966 -0.756 0.603 -0.718
C -4.893 1.867 -4.673 0.844 -0.433 0.201
C -2.207 1.670 -2.063 -0.333 2.037 -1.351
V -0.791 0.159 -1.583 0.111 0.928 -0.153
P 3.065 -0.663 -0.920 0.598 2.354 0.379
C -1.017 1.638 -2.929 -0.435 0.707 1.042
C 0.278 2.234 -2.454 -0.317 -1.247 0.502
C 1.439 2.092 -3.261 -0.291 0.459 -0.817
C 2.506 2.979 -3.186 -0.123 -0.873 0.291
C 2.523 3.960 -2.166 -1.311 -0.109 -0.102
C 1.380 4.095 -1.332 -0.489 -0.732 0.442
C 0.330 3.166 -1.387 0.121 0.962 0.237
Br 3.973 5.041 -1.873 0.102 0.090 -0.180
H -2.165 2.141 -1.081 0.245 -0.176 -0.197
H -1.162 1.566 -4.020 0.053 -0.318 0.614
H -4.494 2.981 -1.039 0.089 0.158 -0.006
H -3.058 0.739 -4.474 -0.208 0.173 0.084
H -6.314 3.869 -2.503 0.101 -0.327 -0.076
H -5.052 1.568 -5.720 -0.057 0.082 0.570
H 1.391 1.239 -3.957 0.193 1.064 -0.252
H -0.497 3.172 -0.646 0.673 0.593 -0.706
H 3.373 2.866 -3.833 -0.148 0.034 0.016
H 1.327 4.924 -0.627 0.165 -0.337 0.013
P -1.105 -2.224 -1.810 -0.945 -2.258 -1.114
C 3.961 0.935 -0.729 0.565 -0.365 0.699
C 5.427 0.851 -1.187 0.201 0.093 0.002
H 3.917 1.228 0.336 0.016 -0.196 -0.391
H 3.411 1.704 -1.304 -0.039 -0.557 0.140
H 5.866 1.856 -1.163 -0.052 -0.302 -0.052
H 6.004 0.212 -0.506 -0.103 0.179 -0.215
H 5.527 0.448 -2.203 0.015 0.216 0.271
C 2.609 -0.658 -2.662 -0.487 -0.391 -0.341
C 3.621 -1.435 -3.494 0.367 -0.724 -0.201
H 2.607 0.370 -3.019 0.176 -0.207 0.602
H 1.588 -1.051 -2.782 0.171 -0.092 -0.045
H 3.242 -1.609 -4.504 -0.002 0.048 0.106
H 4.575 -0.904 -3.594 -0.262 -0.107 0.104
H 3.816 -2.403 -3.028 0.123 -0.037 -0.282
C 1.869 -0.690 0.457 -0.746 -0.529 -0.414
C 2.553 -1.322 1.684 0.303 -0.182 0.309
H 0.997 -1.293 0.155 0.309 0.114 0.128
H 1.490 0.323 0.659 0.385 -0.067 -0.225
H 1.830 -1.771 2.375 0.049 0.135 -0.227
H 3.238 -2.122 1.368 -0.179 0.149 0.248
H 3.135 -0.587 2.255 -0.056 -0.152 -0.239
C -0.833 -3.001 -0.183 0.380 0.427 0.312
C -1.381 -4.418 -0.078 -0.172 -0.278 -0.072
H -1.262 -2.319 0.568 0.014 -0.260 -0.101
H 0.251 -2.992 -0.019 -0.130 -0.175 -0.025
H -2.479 -4.409 -0.069 0.319 -0.159 0.002
H -1.019 -5.040 -0.910 -0.197 0.085 0.315
H -1.028 -4.867 0.860 -0.153 0.089 -0.279
C -0.149 -3.073 -3.159 0.214 0.350 0.883
C -0.423 -2.301 -4.449 -0.091 -0.070 -0.100
H -0.388 -4.149 -3.219 -0.178 0.498 0.077
H 0.896 -3.011 -2.820 -0.088 -0.136 -0.375
H -1.482 -2.373 -4.726 0.355 0.002 -0.082
H -0.179 -1.232 -4.328 -0.003 -0.082 -0.092
H 0.175 -2.684 -5.275 -0.069 0.005 0.020
C -2.894 -2.484 -2.224 0.016 0.479 0.063
C -3.733 -1.508 -1.379 -0.314 0.359 0.167
H -3.189 -3.550 -2.087 0.369 0.714 -0.054
H -3.066 -2.223 -3.283 0.307 -0.257 0.349
H -4.714 -1.370 -1.861 0.280 -0.017 0.340
H -3.898 -1.829 -0.341 0.082 -0.046 -0.339
H -3.259 -0.492 -1.327 -0.432 -0.691 -0.090
C 0.196 1.293 3.166 0.660 0.515 -0.523
N -1.140 0.883 2.683 -0.958 -0.092 -1.258
C -2.088 0.231 3.617 -1.408 -0.432 0.304
C -1.391 0.847 1.397 2.031 -1.894 0.577
N -1.294 0.486 0.261 -0.402 1.264 1.872
H 0.245 1.204 4.253 -0.249 0.053 -0.225
H 0.381 2.330 2.867 -0.021 -0.175 0.276
H 0.978 0.659 2.725 -0.299 0.033 0.193
H -3.080 0.705 3.536 0.464 -0.103 0.138
H -2.221 -0.847 3.387 0.328 0.578 -0.022
H -1.741 0.318 4.653 0.067 0.201 -0.468
```
Positions in Å, forces in eV/Å.

Values from the calculation:
* multiplicity: 2
* energy relative to the best compared isomer or geometry (same formula, charge and spin): 68.5 kcal/mol
* net charge: +4
* HOMO (alpha / beta): -19.2 / -19.2 eV
* Kohn-Sham gap (alpha / beta): 4.960 / 4.950 eV